(1)
{
  "formula": "C52H61AsCl2N4O7PRbS",
  "method": "ωB97M-V with the def2-TZVPD basis set",
  "homo_lumo_gap_ev": 3.89,
  "total_charge": -2,
  "species": ["Rb", "As", "Cl", "Cl", "S", "P", "O", "O", "O", "O", "O", "O", "O", "N", "N", "N", "N", "C", "C", "C", "C", "C", "C", "C", "C", "C", "C", "C", "C", "C", "C", "C", "C", "C", "C", "C", "C", "C", "C", "C", "C", "C", "C", "C", "C", "C", "C", "C", "C", "C", "C", "C", "C", "C", "C", "C", "C", "C", "C", "C", "C", "C", "C", "C", "C", "C", "C", "C", "C", "H", "H", "H", "H", "H", "H", "H", "H", "H", "H", "H", "H", "H", "H", "H", "H", "H", "H", "H", "H", "H", "H", "H", "H", "H", "H", "H", "H", "H", "H", "H", "H", "H", "H", "H", "H", "H", "H", "H", "H", "H", "H", "H", "H", "H", "H", "H", "H", "H", "H", "H", "H", "H", "H", "H", "H", "H", "H", "H", "H", "H"],
  "coordinates": [[-0.2918, -0.4826, -0.3717], [-2.6549, 2.1123, -3.6647], [2.2761, 1.8786, -4.0982], [1.7211, 0.2001, 2.6862], [-1.3735, 2.5657, -2.1214], [3.4098, -1.2360, 0.2517], [-2.6322, -1.2552, -1.2991], [-1.4871, -1.1733, -4.3229], [-3.5591, -3.1341, -0.4918], [0.4052, -3.1911, -0.8296], [-3.7913, -4.4604, 5.4979], [-7.6624, -0.8988, 1.2110], [0.2462, -0.6307, -2.9942], [-2.8868, 0.3052, 1.2700], [-0.2374, 3.0913, 1.3847], [-1.2835, -1.6374, 2.2696], [-1.4032, 3.4558, 2.1274], [4.7851, -2.8700, 3.8264], [-1.6891, 1.7670, -5.2904], [2.9133, -1.0087, 3.0564], [-1.6744, -3.4069, -1.8880], [-0.7401, -4.0554, -0.8465], [3.0519, -1.3335, 4.3999], [0.9071, -4.8001, -2.4056], [-3.6606, 1.1681, 0.6229], [3.6744, -1.6056, 2.0513], [-1.8958, 5.2630, 0.4701], [6.4422, -3.3962, -1.5615], [4.3081, 0.2753, 0.0037], [-3.1031, 5.0501, 2.6518], [3.9370, 1.0938, -1.2318], [5.0623, 2.0551, -1.5458], [1.8204, 5.6394, -2.8815], [-3.0628, -2.6837, 3.4372], [1.9499, 5.5307, -1.5050], [-0.6929, 5.7253, 2.6141], [-1.7637, 4.8684, 1.9437], [-0.6345, -1.4034, -3.4280], [0.6984, -3.2847, -2.2376], [-0.6183, -2.8735, -2.9180], [3.9870, -2.2739, 4.7930], [-3.8593, 0.6550, -3.3475], [-5.6271, 0.3326, 1.6809], [5.9164, -4.6812, -1.6097], [-3.7726, 3.6593, -4.0477], [4.6280, -2.5345, 2.4912], [-2.7204, -2.4982, -1.1704], [2.2004, 4.2936, -0.9304], [5.8707, 2.5371, -0.5774], [2.3217, 3.1343, -1.6944], [2.1869, 3.2754, -3.0750], [-2.5631, -1.6598, 2.6357], [-0.1368, -5.3584, -1.4000], [-7.1201, 0.2666, 1.8305], [-2.2256, -3.7096, 3.8384], [-3.4470, -0.5947, 2.0753], [-2.7587, -4.8831, 4.6119], [4.4498, -2.6017, -0.4519], [4.6479, -4.9249, -1.0942], [-0.4792, -2.6170, 2.6571], [5.1442, 0.8424, 0.9670], [-0.8969, -3.6784, 3.4432], [5.7111, -2.3625, -0.9866], [1.9414, 4.5045, -3.6684], [2.5508, 1.8115, -1.0163], [5.8535, 2.0130, 0.7560], [3.9164, -3.8888, -0.5322], [-5.0320, 1.2387, 0.8180], [-4.8188, -0.5992, 2.3101], [-0.9419, 2.5497, -5.4098], [-2.2774, -4.1870, -2.3536], [-0.8916, -5.9953, -1.8623], [-4.2791, -5.2364, 5.7843], [5.2686, -3.0066, 1.7588], [1.7743, 1.1177, -1.3567], [6.5084, 2.4146, 1.5197], [5.2668, 0.3301, 1.9182], [6.4831, -5.4873, -2.0618], [-3.2643, -0.2564, -3.4390], [4.2232, -5.9214, -1.1495], [7.4237, -3.1972, -1.9770], [-5.6297, 1.9589, 0.2713], [-0.6264, 5.4743, 3.6750], [-2.3648, 1.7363, -6.1464], [-0.9241, 6.7885, 2.5102], [1.6179, 6.5991, -3.3424], [-1.9415, -5.3560, 5.1656], [-2.6261, 4.6312, -0.0412], [-0.2040, -4.4608, 3.7276], [6.6002, 3.3029, -0.8319], [5.1391, 2.4219, -2.5653], [-4.3802, 3.5017, -4.9403], [2.9100, -4.0627, -0.1609], [2.2888, 4.2071, 0.1459], [1.9240, -5.0817, -2.1321], [2.4176, -0.8388, 5.1241], [-0.4831, 2.8061, 0.4369], [3.7937, 0.4340, -2.0926], [-3.1634, 1.8068, -0.1039], [-4.6792, 0.6716, -4.0675], [5.5386, -3.5957, 4.1094], [-3.1495, -5.6157, 3.8969], [4.0932, -2.5295, 5.8400], [-4.2341, 0.7240, -2.3284], [-1.1757, -4.1256, 0.1483], [-5.2792, -1.3436, 2.9451], [-7.5730, 1.1646, 1.3984], [1.8480, 6.4074, -0.8757], [-3.8712, 4.4267, 2.1830], [-0.9453, 5.1474, -0.0526], [-3.4285, 6.0911, 2.5964], [1.8322, 4.5569, -4.7440], [-2.2146, 6.3061, 0.3833], [-3.1151, 4.5156, -4.1876], [1.5439, -2.6442, -2.4711], [6.1004, -1.3489, -0.9439], [0.7295, -5.1222, -3.4324], [-4.4136, 3.8444, -3.1865], [0.3470, -5.9238, -0.6003], [-7.4020, 0.2207, 2.8851], [-3.0208, 4.7593, 3.7011], [-0.7453, -3.4489, -3.8378], [-2.1880, 2.8689, 1.8576], [-1.2228, 0.7899, -5.1224], [-4.0978, -2.7178, 3.7409], [0.2731, 5.5243, 2.1502], [-7.0222, -1.2180, 0.5634], [2.4377, 1.9656, 0.0599], [0.5500, -2.5588, 2.3127], [0.1634, 2.2927, 1.8585]],
  "forces_ev_per_angstrom": [[0.339, 0.574, 0.441], [-0.163, -0.132, -0.434], [0.010, -0.061, -0.047], [-0.059, 0.079, -0.174], [0.397, 0.344, 0.728], [-0.067, 0.152, 0.141], [-0.253, -0.218, -0.123], [0.055, 0.097, 0.109], [0.024, 0.010, 0.054], [-0.152, -0.038, 0.081], [0.008, -0.003, 0.014], [0.007, 0.011, 0.019], [-0.085, -0.003, -0.201], [0.227, -0.032, -0.097], [-0.175, -0.011, 0.084], [0.057, 0.149, -0.157], [0.043, -0.006, -0.020], [-0.006, 0.009, 0.053], [-0.067, -0.064, 0.045], [0.037, -0.087, 0.096], [-0.042, 0.008, -0.004], [-0.052, -0.145, -0.018], [-0.072, 0.084, -0.002], [-0.022, 0.014, 0.025], [0.001, -0.053, 0.183], [0.152, -0.101, -0.051], [-0.014, -0.023, 0.024], [-0.028, -0.029, 0.008], [0.087, -0.097, 0.099], [-0.007, -0.043, -0.005], [-0.025, 0.066, 0.083], [0.001, -0.011, -0.014], [0.003, -0.024, -0.010], [-0.101, 0.025, 0.039], [0.005, -0.019, 0.024], [0.003, -0.071, -0.003], [0.025, 0.008, 0.015], [-0.186, -0.313, -0.132], [-0.033, -0.082, -0.064], [0.032, -0.083, -0.051], [0.062, -0.051, -0.079], [-0.013, -0.060, -0.058], [0.010, 0.055, -0.035], [0.007, 0.036, 0.007], [-0.020, -0.037, -0.023], [-0.042, 0.021, -0.027], [0.050, 0.053, -0.143], [0.004, 0.061, -0.027], [-0.077, -0.085, 0.001], [0.048, -0.081, -0.006], [-0.028, 0.124, 0.092], [0.190, -0.243, 0.030], [0.059, 0.050, -0.014], [-0.016, -0.038, 0.004], [0.029, -0.061, 0.025], [-0.207, 0.119, -0.113], [-0.018, 0.021, -0.017], [-0.045, 0.025, -0.099], [-0.006, 0.006, 0.011], [0.050, -0.014, 0.020], [-0.074, 0.042, -0.165], [-0.078, 0.041, -0.016], [0.030, 0.007, 0.010], [0.004, 0.003, -0.003], [-0.074, -0.016, 0.000], [0.072, 0.063, 0.081], [-0.014, 0.028, 0.009], [-0.019, -0.043, -0.145], [-0.027, -0.080, 0.057], [0.003, 0.009, 0.026], [-0.027, -0.014, 0.009], [-0.004, 0.004, -0.005], [-0.004, -0.003, -0.018], [-0.010, 0.000, -0.005], [0.010, 0.032, 0.003], [-0.008, -0.013, -0.003], [0.013, -0.002, 0.015], [0.003, 0.005, 0.000], [-0.037, 0.006, 0.006], [-0.006, 0.003, 0.004], [-0.001, 0.005, 0.001], [0.015, 0.004, -0.012], [0.014, 0.021, -0.010], [-0.007, -0.029, 0.007], [-0.007, -0.006, -0.009], [-0.002, -0.011, -0.008], [0.012, 0.004, 0.015], [0.001, 0.003, -0.005], [0.018, 0.010, -0.006], [0.003, 0.007, -0.011], [0.016, 0.011, 0.019], [0.000, -0.032, 0.013], [0.008, -0.009, -0.006], [0.002, -0.012, -0.003], [-0.013, -0.016, 0.014], [0.008, -0.001, -0.009], [0.044, 0.043, -0.012], [0.001, -0.009, -0.011], [0.036, 0.055, 0.074], [0.029, 0.027, -0.034], [-0.005, 0.005, 0.001], [-0.005, -0.012, 0.002], [0.000, 0.003, 0.000], [0.001, 0.007, 0.008], [-0.011, -0.009, -0.003], [0.010, 0.004, -0.012], [-0.007, 0.007, -0.017], [0.004, -0.009, 0.003], [-0.002, 0.026, 0.013], [0.003, 0.003, -0.011], [-0.001, -0.007, -0.006], [0.000, -0.002, 0.000], [0.015, -0.006, -0.018], [0.011, -0.006, -0.002], [0.011, -0.003, -0.018], [-0.003, -0.012, -0.003], [-0.009, 0.002, 0.005], [0.002, -0.011, -0.002], [0.007, -0.001, 0.000], [-0.001, 0.005, 0.011], [0.002, 0.006, -0.009], [0.026, -0.032, 0.006], [-0.005, 0.032, -0.025], [-0.007, 0.021, -0.072], [0.011, 0.020, -0.015], [0.002, 0.020, 0.021], [0.006, -0.004, 0.000], [-0.021, 0.001, 0.009], [-0.007, 0.016, 0.004], [0.102, 0.021, -0.043]],
  "mulliken_charge": [0.386, 0.748, -0.157, 0.037, -0.432, 2.244, -0.119, -0.987, -0.877, 0.260, -0.521, -0.543, -0.516, 0.830, 0.204, 0.231, -0.383, -0.744, -0.697, 0.462, 0.374, -0.552, -0.314, -0.697, -1.001, -1.005, -1.351, -0.668, -1.130, -1.804, 0.979, -1.386, -0.498, -0.710, -0.787, -1.857, 2.190, -0.120, 0.113, 0.225, -0.656, -0.401, -0.114, -0.567, -1.174, -0.465, -0.301, -0.155, -0.234, -1.235, 1.624, 0.472, -1.080, -0.697, 0.687, 0.491, -0.710, -0.857, -0.758, -0.789, -0.121, -1.214, -0.381, -0.580, 0.556, -1.225, 0.108, -1.357, -0.548, 0.249, 0.555, 0.412, 0.301, 0.402, -0.894, 0.372, 0.331, 0.336, -0.020, 0.459, 0.395, 0.385, 0.403, 0.384, 0.425, 0.354, 0.311, 0.231, 0.430, 0.319, 0.332, 0.393, 0.493, 0.402, -0.128, 0.448, -0.106, 0.479, 1.248, 0.472, 0.384, 0.290, 0.333, -0.019, 0.679, 0.335, 0.293, 0.397, 0.339, 0.199, 0.419, 0.418, 0.472, 0.295, 0.419, 0.329, 0.451, 0.356, 0.313, 0.325, 0.391, 0.340, -0.019, 0.098, 0.527, 0.236, 0.386, 0.348, 0.761, -0.013]
}

(2)
{
  "formula": "C12H13N6O4S2W",
  "method": "ωB97M-V with the def2-TZVPD basis set",
  "homo_lumo_gap_ev": [5.44, 5.45],
  "total_charge": 3,
  "species": ["W", "S", "S", "O", "O", "O", "O", "N", "N", "N", "N", "N", "N", "C", "C", "C", "C", "C", "C", "C", "C", "C", "C", "C", "C", "H", "H", "H", "H", "H", "H", "H", "H", "H", "H", "H", "H", "H"],
  "coordinates": [[0.8906, 0.5219, 0.6192], [1.5110, -1.6178, -0.1946], [3.1749, 0.9811, 0.4915], [0.5420, 1.8581, 2.1957], [-0.8809, 0.6019, 0.2735], [0.7117, -0.2502, 2.5005], [0.0411, 1.0316, 4.1701], [0.0536, -3.3580, 1.4410], [0.3910, 0.9112, 3.0846], [4.3534, 2.8976, -0.9363], [0.9159, 2.2118, -0.6239], [2.0496, 2.8632, -1.0289], [0.7272, -4.1936, -0.4331], [-0.1625, 2.9715, -0.8876], [-0.3075, -4.6828, 1.4528], [3.1709, 2.3995, -0.6081], [-3.2107, 1.1045, 0.0867], [-4.1824, 2.0423, -0.2845], [-1.9025, 1.4469, -0.0762], [0.6832, -3.0756, 0.2934], [-2.5057, 3.5980, -1.0046], [-1.5064, 2.6750, -0.6343], [0.1106, -5.2022, 0.2723], [1.3564, -4.3486, -1.7586], [-3.8357, 3.2816, -0.8203], [-3.4939, 0.1434, 0.4955], [1.3920, -5.4056, -2.0002], [0.0707, 3.9065, -1.3869], [5.2176, 2.5126, -0.5890], [0.7754, -3.8268, -2.5153], [0.0131, -6.2025, -0.1162], [-4.6065, 3.9869, -1.0993], [-5.2268, 1.7887, -0.1531], [-2.2154, 4.5520, -1.4291], [-0.0685, -2.7220, 2.2157], [4.4084, 3.6959, -1.5556], [2.3698, -3.9546, -1.7345], [-0.8248, -5.1435, 2.2777]],
  "forces_ev_per_angstrom": [[0.934, -0.363, 0.338], [0.375, 0.575, -0.235], [-0.736, 0.084, -0.397], [-0.083, -0.327, 0.079], [-0.750, 0.128, -0.401], [0.044, -0.070, 0.111], [-0.008, 0.007, 0.259], [-0.056, -0.061, 0.132], [0.164, 0.135, -0.190], [-0.068, 0.005, -0.046], [0.303, -0.344, 0.256], [-0.145, 0.359, -0.096], [0.104, -0.109, -0.120], [-0.110, -0.049, -0.083], [-0.035, 0.040, -0.040], [0.289, -0.308, 0.214], [-0.201, -0.273, 0.113], [0.030, 0.065, -0.037], [0.108, -0.033, -0.100], [-0.300, 0.216, 0.345], [-0.062, 0.104, -0.052], [0.216, 0.131, -0.042], [-0.025, -0.014, -0.043], [-0.001, 0.059, -0.081], [-0.003, -0.003, -0.015], [0.009, 0.018, -0.011], [-0.015, -0.028, 0.055], [0.047, 0.012, -0.015], [-0.003, 0.019, 0.034], [-0.072, 0.001, 0.042], [0.047, 0.028, -0.046], [0.000, -0.010, 0.007], [0.000, 0.010, 0.012], [-0.020, -0.015, 0.000], [0.014, 0.015, -0.010], [-0.032, -0.010, -0.023], [0.018, -0.030, 0.068], [0.024, 0.039, 0.017]],
  "mulliken_charge": [1.237, -0.121, -0.186, -0.454, -0.338, -0.627, -0.344, 0.111, 1.067, -0.367, 0.340, -1.068, 0.110, 0.164, -0.521, 0.833, -0.632, -0.440, 0.884, 0.339, -0.770, 0.513, -0.071, -0.819, -0.826, 0.480, 0.320, 0.532, 0.214, 0.353, 0.453, 0.466, 0.438, 0.465, 0.157, 0.270, 0.375, 0.465]
}

What did we get for ΔE to the lowest compared entry with this formula, charge and spin? Answer: 2.65 0.33 kcal/mol, in the order shown.
What did we get for max |F|? Answer: 0.90 1.06 eV/Å, in the order shown.